Here is an isolated molecule of C14H24N2O2S2 from the OMol25 dataset. Energies are from ωB97M-V/def2-TZVPD.

- charge = 0
- strongest force on any atom (eV Å⁻¹) = 3.193
- LUMO energy (eV) = 0.4
- energy above the lowest of the compared OMol25 structures with the same formula, charge and spin (kJ/mol) = 142.1

```
44
Properties=species:S:1:pos:R:3:lowdin_charge:R:1
O 3.4111 0.1258 3.0375 0.044
O -0.2442 -3.7029 -0.0234 0.022
S 2.3058 0.2488 -0.5190 0.685
S 1.9677 -1.8478 -0.5122 0.685
C 3.3883 0.0343 1.8315 -0.370
C -0.4828 -2.9737 -0.9353 -0.317
N 2.2674 0.5082 1.1395 -0.458
N 0.5687 -2.0536 -1.4271 -0.453
C -1.8192 1.2319 2.5689 -0.152
C -0.5188 -1.2583 -5.5133 -0.253
C -1.0409 -0.1335 2.6572 -0.202
C -1.0056 2.2122 1.6636 -0.218
C -0.7825 -0.1761 -4.4956 -0.214
C 0.7185 -2.0358 -5.2178 -0.171
C 0.4377 -0.1170 2.7217 -0.168
C 0.0913 1.7067 0.8213 -0.211
C -0.7180 -0.6705 -3.0641 -0.166
C 0.5301 -2.6330 -3.7516 -0.150
C 1.0748 0.9829 1.8264 -0.296
C 0.5261 -1.4686 -2.7949 -0.420
H 4.2790 -0.3407 1.3698 0.116
H -1.3736 -3.1959 -1.5271 0.129
H -1.9047 1.6559 3.5578 0.092
H -2.8325 1.1416 2.1802 0.098
H -1.3902 -1.9131 -5.3624 0.119
H -0.5375 -0.8454 -6.5061 0.108
H -1.3933 -0.9815 3.3522 0.141
H -1.2856 -0.5670 1.6889 0.094
H -0.6185 3.0366 2.2826 0.114
H -1.7879 2.6298 0.9636 0.123
H -1.8105 0.2174 -4.6598 0.127
H -0.0234 0.5855 -4.5911 0.111
H 0.6684 -2.8470 -5.9562 0.110
H 1.6285 -1.3325 -5.2640 0.144
H 0.7700 -0.0877 3.7319 0.102
H 0.7224 -1.1335 2.4596 0.111
H -0.2563 1.0424 0.0750 0.062
H 0.6514 2.4858 0.2252 0.130
H -0.9332 0.1486 -2.3928 0.108
H -1.5645 -1.4776 -2.9969 0.142
H -0.4199 -3.2250 -3.6705 0.124
H 1.3002 -3.3862 -3.5367 0.119
H 1.2893 1.8050 2.5240 0.149
H 1.4256 -0.8390 -2.8963 0.110
```


Here is a structure of composition C3H4N2O3 from the OMol25 dataset. Energies are from ωB97M-V/def2-TZVPD.

- charge = 0
- strongest force on any atom (eV Å⁻¹) = 7.684
- LUMO energy (eV) = 0.4
- energy above the lowest of the compared OMol25 structures with the same formula, charge and spin (kJ/mol) = 374.7

```
12
Properties=species:S:1:pos:R:3:lowdin_charge:R:1
C 2.9348 0.1071 0.2045 -0.041
C 0.4590 -0.2381 -0.0309 -0.464
C -1.4809 -0.2202 0.0486 -0.358
H 2.6907 0.9380 0.9909 0.104
H 3.7786 -0.5166 0.5273 0.077
H 3.0763 0.8294 -0.6895 0.101
H -3.1781 0.5018 -0.3532 0.143
N 0.3234 1.0079 -0.2424 0.098
N -0.5791 -1.1272 0.0615 0.281
O 1.7394 -0.6990 -0.2487 -0.097
O -0.9301 1.1439 0.1054 0.010
O -2.8161 -0.2962 0.0755 0.146
```


Here is a cluster of 3 separate species, C4H14O4 in total from the OMol25 dataset. Energies are from ωB97M-V/def2-TZVPD.

- charge = 0
- strongest force on any atom (eV Å⁻¹) = 2.577
- LUMO energy (eV) = 0.5
- energy above the lowest of the compared OMol25 structures with the same formula, charge and spin (kJ/mol) = 98.6

```
22
Properties=species:S:1:pos:R:3:lowdin_charge:R:1
C 1.3839 1.0054 -0.5741 -0.176
C 0.0696 1.8267 -0.3083 -0.159
C -1.0573 1.2145 -1.1407 -0.263
O -0.7825 1.2259 -2.5489 -0.072
C 1.5617 -0.2665 0.2643 -0.213
O 1.3230 -1.4351 -0.5636 -0.087
H 2.1869 1.7214 -0.3374 0.106
H 1.6685 0.8852 -1.6233 0.113
H 0.1845 2.8860 -0.4707 0.105
H -0.1567 1.6987 0.7593 0.102
H -1.9872 1.7915 -1.0109 0.111
H -1.3597 0.1908 -0.8831 0.106
H -0.0640 1.8511 -2.6274 0.065
H 1.0163 -0.3343 1.1903 0.086
H 2.6315 -0.3662 0.4434 0.116
H 0.3914 -1.4308 -0.7962 0.051
H -0.7903 -2.8256 0.8058 0.055
H -2.3027 -2.6692 0.2405 0.020
O -1.6846 -2.4473 0.9085 -0.044
H -0.5485 0.2488 2.7013 0.026
H -0.9034 -1.2145 2.9724 0.010
O -0.3967 -0.4827 3.3278 -0.060
```


Here is a structure of composition C13H19N3O2S2 from the OMol25 dataset. Energies are from ωB97M-V/def2-TZVPD.

- charge = 0
- strongest force on any atom (eV Å⁻¹) = 16.305
- LUMO energy (eV) = -0.2
- energy above the lowest of the compared OMol25 structures with the same formula, charge and spin (kJ/mol) = 1435.6

```
39
Properties=species:S:1:pos:R:3:lowdin_charge:R:1
C -7.0871 -0.9822 -0.3590 -0.150
H -7.8328 -1.6545 -0.2965 0.044
H -6.5332 -1.1105 -1.4383 0.156
H -7.4400 0.0125 -0.4783 0.074
C -6.0831 -1.3541 0.5186 -0.290
C -4.9850 -0.3738 0.5300 -0.562
C -3.7652 -0.7385 0.2491 -0.020
C -2.8270 0.5307 -0.1545 -0.243
C -3.4911 1.7053 0.1906 -0.408
S -5.0352 1.3845 0.7096 1.030
H -3.1113 2.8797 0.3109 0.153
C -1.5095 0.4410 -0.5404 -0.231
O -0.8673 -0.9138 -0.8199 -0.205
N -0.6669 1.5827 -0.5306 -0.037
N 0.6594 1.3496 -0.9741 0.010
C 1.4708 2.2033 -0.1567 -0.876
N 2.8983 1.8866 -0.4345 -0.065
H 3.4149 2.6034 0.1441 0.147
C 3.5764 0.9375 -1.0257 -0.135
H 4.4459 1.1298 -1.1950 0.026
H 2.8512 0.4339 -1.8952 0.186
C 3.4691 -0.1425 0.3009 -0.325
C 4.1312 -1.4581 -0.3328 -0.106
H 3.2893 -2.2656 -0.3314 0.122
H 4.6148 -1.2445 -1.5982 0.192
C 5.2600 -1.9407 0.6516 -0.174
H 5.9993 -2.7458 0.2542 0.156
H 4.7414 -2.3444 1.4485 0.075
C 5.5605 -0.6280 1.2577 -0.199
H 6.4213 -0.2088 0.5287 0.157
H 6.0608 -0.4832 2.1064 0.077
O 4.4446 0.1854 1.0323 -0.069
H 2.6366 -0.3280 0.6407 0.061
S 0.9621 3.4630 0.4774 0.839
H 0.8579 0.3209 -1.0171 0.121
H -0.8496 2.5839 -0.0697 0.072
H -3.3176 -1.6053 -0.3000 0.134
H -5.7669 -2.1931 0.9460 0.076
H -6.5966 -0.9182 1.6506 0.189
```


Here is a cluster of 17 separate species, C65H161N3O21 in total from the OMol25 dataset. Energies are from ωB97M-V/def2-TZVPD.

- charge = 0
- strongest force on any atom (eV Å⁻¹) = 2.955
- LUMO energy (eV) = 0.5

```
250
Properties=species:S:1:pos:R:3:lowdin_charge:R:1
C -1.8974 -5.2783 2.5987 -0.209
C -1.4982 -4.3393 1.5408 -0.240
O -2.6289 -4.3804 0.6599 -0.119
O -3.1302 -4.8858 3.2340 -0.088
H -1.0638 -5.2477 3.3265 0.133
H -2.0849 -6.2943 2.2233 0.136
H -0.5754 -4.7425 1.1442 0.099
H -1.3580 -3.3229 1.9416 0.123
H -2.4729 -3.8162 -0.1916 0.081
H -3.8331 -5.2884 2.7381 0.081
C -2.9297 2.5517 0.2522 -0.256
C -1.7242 3.4530 0.2841 -0.246
O -1.4923 3.9037 -1.0020 -0.070
O -3.9410 3.2261 -0.4496 -0.061
H -3.2697 2.4159 1.2693 0.082
H -2.6966 1.5431 -0.1309 0.103
H -0.8510 2.8480 0.6156 0.120
H -2.0035 4.2445 1.0386 0.115
H -2.3639 4.1128 -1.3901 0.114
H -4.1624 2.7052 -1.2187 0.082
C -3.0105 -4.1125 -4.0404 -0.205
C -2.1113 -4.2108 -2.7718 -0.198
O -2.6880 -3.3468 -1.8208 -0.107
O -3.0241 -2.7440 -4.3699 -0.119
H -4.0360 -4.4223 -3.7637 0.120
H -2.7229 -4.7743 -4.8957 0.130
H -1.1583 -3.7947 -3.0914 0.103
H -2.0701 -5.1698 -2.3346 0.108
H -3.2764 -2.6572 -2.2253 0.088
H -2.1659 -2.4453 -4.7609 0.073
C 1.0233 -0.7328 -0.1838 -0.192
C 2.2373 0.2021 -0.0594 -0.239
O 2.4094 0.9887 -1.2442 -0.096
O -0.1921 0.0468 -0.3329 -0.086
H 0.9391 -1.4326 0.6785 0.101
H 1.1924 -1.2764 -1.1270 0.107
H 3.1480 -0.4177 0.1052 0.120
H 2.2465 0.8927 0.7851 0.088
H 1.6003 1.5556 -1.3618 0.068
H -0.5328 0.2161 0.5561 0.029
C -4.6624 -1.1716 5.3535 -0.034
C -5.4319 -1.7804 4.1659 -0.502
C -6.7653 -0.9835 4.0301 -0.138
C -7.4100 -1.2013 2.7018 -0.182
C -6.4275 -0.9277 1.5627 -0.128
C -5.1702 -1.8067 1.6418 -0.483
N -4.6206 -1.5666 2.9677 -0.046
O -3.3265 -2.1920 3.2014 -0.058
C -5.5371 -3.2840 1.2885 0.017
C -4.1527 -1.2943 0.5724 0.011
C -5.7554 -3.2335 4.5413 -0.022
H -3.6247 -1.4742 5.4649 0.081
H -5.2401 -1.3339 6.2383 0.069
H -4.6737 -0.0682 5.2344 0.078
H -7.4141 -1.2990 4.8319 0.121
H -6.5205 0.0732 4.0200 0.109
H -8.3052 -0.5471 2.6099 0.125
H -7.7023 -2.2748 2.6003 0.111
H -6.1066 0.0836 1.5379 0.101
H -6.9332 -1.2310 0.6805 0.098
H -6.2482 -3.6129 2.0232 0.051
H -5.9017 -3.2024 0.2745 0.081
H -4.5485 -3.7715 1.3754 0.062
H -4.6734 -1.1584 -0.3297 0.052
H -3.7678 -0.3106 0.8631 0.075
H -3.3676 -2.0673 0.4435 0.079
H -4.8970 -3.9134 4.4037 0.075
H -6.6206 -3.5807 3.9714 0.065
H -6.0744 -3.2982 5.6095 0.097
H -3.3801 -3.1736 3.1861 0.042
C 1.1137 -6.0970 -3.6641 -0.009
C 2.3793 -5.4563 -2.9880 -0.509
C 2.0135 -4.2635 -2.1503 -0.161
C 1.4302 -4.6430 -0.8301 -0.199
C 2.4173 -5.4985 -0.0344 -0.132
C 2.8554 -6.7872 -0.7778 -0.475
N 3.2515 -6.3516 -2.1689 -0.067
O 3.5332 -7.5783 -2.8823 -0.055
C 4.1266 -7.3719 -0.1416 -0.029
C 1.6541 -7.7617 -0.8134 -0.013
C 3.2488 -4.9538 -4.1339 -0.037
H 0.6282 -5.3524 -4.3150 0.075
H 0.4024 -6.5708 -2.9819 0.068
H 1.4604 -6.8925 -4.3164 0.076
H 2.9672 -3.6569 -1.9018 0.144
H 1.3712 -3.5793 -2.8047 0.128
H 0.5265 -5.2376 -0.9186 0.088
H 1.1895 -3.6906 -0.2984 0.103
H 2.0177 -5.7811 0.9064 0.100
H 3.2561 -4.8486 0.1393 0.107
H 4.0068 -7.5718 0.9420 0.095
H 4.3166 -8.3253 -0.5855 0.064
H 4.9707 -6.7103 -0.3613 0.084
H 1.6999 -8.3988 0.0834 0.095
H 0.7191 -7.2455 -0.8512 0.053
H 1.6781 -8.3263 -1.7187 0.068
H 4.2605 -4.6345 -3.8237 0.094
H 2.6676 -4.2600 -4.7158 0.064
H 3.4721 -5.7712 -4.7845 0.068
H 4.5187 -7.6461 -2.8964 0.121
C 0.0709 7.3853 -0.0722 -0.025
C 0.3765 6.9399 1.4113 -0.475
C 1.1210 5.6482 1.4417 -0.161
C 1.6525 5.2860 2.7828 -0.216
C 2.5623 6.3847 3.2791 -0.127
C 1.8280 7.7680 3.2486 -0.483
N 1.3023 7.9880 1.9323 -0.096
O 0.5817 9.2048 1.9224 -0.030
C 0.8402 7.7336 4.4399 -0.033
C 2.8511 8.9412 3.5175 -0.033
C -1.0105 6.8078 2.1389 -0.011
H -0.5843 8.2460 -0.0628 0.070
H -0.4971 6.5676 -0.6079 0.083
H 1.0254 7.6073 -0.5181 0.075
H 0.4051 4.8226 1.1659 0.119
H 2.0245 5.5653 0.7846 0.137
H 2.1030 4.3244 2.6892 0.095
H 0.8781 5.1091 3.5520 0.104
H 3.5190 6.4030 2.7675 0.113
H 2.8632 6.1090 4.3049 0.126
H 1.3722 8.1970 5.2698 0.075
H -0.0280 8.3578 4.3743 0.071
H 0.4835 6.7248 4.7388 0.081
H 3.7269 9.0188 2.8565 0.080
H 2.2681 9.8724 3.4034 0.079
H 3.3110 8.9323 4.5002 0.071
H -1.7170 6.3485 1.3989 0.080
H -1.4197 7.8082 2.2669 0.079
H -0.9801 6.2492 3.0813 0.072
H 1.0965 9.7561 1.3489 0.097
C 7.3074 1.3860 2.4993 -0.047
C 5.8810 1.3221 3.0401 -0.484
C 4.9047 1.8502 2.0066 -0.050
O 5.5522 -0.0304 3.3299 -0.063
H 7.8347 1.0142 3.3760 0.080
H 7.6090 2.3990 2.3152 0.071
H 7.5013 0.7486 1.6065 0.094
H 5.7935 1.8922 3.9583 0.131
H 5.2737 2.8306 1.6205 0.094
H 3.8496 1.7844 2.2400 0.058
H 5.0084 1.1283 1.2176 0.059
H 6.3116 -0.6100 3.1828 0.093
C -3.2834 0.9754 -5.0524 -0.030
C -2.2192 1.5476 -4.0766 -0.479
C -2.4361 1.1136 -2.5620 -0.013
O -1.0105 1.1020 -4.5819 -0.079
H -4.2794 1.3804 -4.9338 0.071
H -3.1313 -0.0944 -4.9313 0.060
H -2.9071 1.2687 -6.0570 0.094
H -2.4331 2.6117 -4.0988 0.125
H -1.6938 1.5653 -1.8922 0.045
H -2.3150 -0.0016 -2.5495 0.107
H -3.4475 1.3644 -2.3077 0.050
H -0.3149 1.5031 -3.9694 0.093
C -6.7481 -0.3297 -3.1365 -0.046
C -6.4869 -1.8077 -2.8493 -0.514
C -7.1554 -2.8009 -3.7028 -0.054
O -5.0960 -1.9991 -2.9645 -0.091
H -6.0418 0.2966 -2.5103 0.083
H -7.7751 -0.0051 -2.9093 0.077
H -6.5300 -0.1005 -4.2119 0.088
H -6.6433 -2.0023 -1.7754 0.125
H -8.2261 -2.5957 -3.8110 0.088
H -6.9392 -3.8353 -3.3368 0.105
H -6.8272 -2.7115 -4.7136 0.075
H -4.7770 -1.9883 -3.8623 0.056
C 3.3332 -4.4283 4.2034 -0.037
C 3.5783 -3.0423 3.6224 -0.493
C 2.3973 -2.3086 3.0208 -0.056
O 4.1430 -2.2470 4.6764 -0.067
H 4.2850 -4.7457 4.6204 0.080
H 3.0869 -5.1458 3.4615 0.052
H 2.5888 -4.2502 4.9914 0.093
H 4.3108 -3.0914 2.7899 0.126
H 2.0277 -2.9154 2.1773 0.068
H 2.7646 -1.3499 2.7093 0.058
H 1.4820 -2.2093 3.6125 0.086
H 4.1571 -1.3099 4.4136 0.059
C 7.7031 4.0094 -2.2929 -0.071
C 6.8388 2.8368 -1.8873 -0.463
C 5.4175 2.8891 -2.4708 -0.051
O 7.5007 1.5502 -2.0838 -0.088
H 8.7122 4.0478 -1.8780 0.077
H 7.1075 4.9578 -2.1983 0.096
H 7.9239 3.9655 -3.3875 0.089
H 6.7723 2.7739 -0.7444 0.144
H 5.0415 3.9097 -2.4544 0.065
H 4.7537 2.2144 -1.9306 0.063
H 5.4442 2.5729 -3.5627 0.106
H 8.2866 1.6642 -2.6421 0.095
C 1.0055 -1.8986 -7.1252 -0.047
C 0.6780 -2.0074 -5.6065 -0.450
C 1.6524 -1.1138 -4.8041 -0.022
O -0.6951 -1.6445 -5.5335 -0.092
H 0.9878 -0.7998 -7.2991 0.086
H 0.2364 -2.3135 -7.7970 0.081
H 1.9527 -2.3446 -7.3682 0.064
H 0.7397 -3.0312 -5.3246 0.094
H 2.6673 -1.4260 -4.9340 0.076
H 1.3879 -1.0467 -3.7834 0.053
H 1.4797 -0.1077 -5.2414 0.076
H -0.8651 -0.6769 -5.3704 0.087
C 6.9688 -2.4262 -2.4384 -0.044
C 6.3081 -2.0434 -1.1157 -0.468
C 6.6937 -2.8976 0.0893 -0.056
O 6.6288 -0.7146 -0.6679 -0.089
H 6.6526 -3.3753 -2.7363 0.047
H 8.0351 -2.4451 -2.4208 0.075
H 6.6177 -1.7794 -3.2245 0.077
H 5.1861 -2.1607 -1.2591 0.133
H 7.7589 -2.8548 0.2904 0.078
H 6.4096 -3.9231 -0.0674 0.060
H 6.1819 -2.5289 1.0059 0.072
H 6.8585 -0.1205 -1.4241 0.057
C -5.9087 3.1891 2.5276 -0.052
C -5.3514 4.6483 2.6722 -0.457
C -4.7736 5.0526 3.9972 -0.052
O -4.3620 4.8941 1.6479 -0.076
H -6.4503 3.0186 1.5600 0.090
H -6.7362 3.0054 3.2116 0.069
H -5.1255 2.4264 2.6031 0.057
H -6.2383 5.3168 2.4761 0.138
H -5.4509 4.7686 4.7980 0.082
H -4.6195 6.1195 3.9953 0.076
H -3.7988 4.5849 4.0495 0.068
H -4.3056 4.1961 0.9743 0.024
C 0.2781 1.4191 3.2300 -0.018
C -1.1166 0.7187 3.4564 -0.436
C -2.2207 1.6827 3.8152 -0.048
O -1.4631 0.1328 2.2027 -0.078
H 0.1320 2.1196 2.3760 0.065
H 0.9738 0.6206 2.9284 0.063
H 0.5749 1.9980 4.1083 0.081
H -1.0432 -0.0263 4.2299 0.131
H -3.1475 1.1222 3.8843 0.062
H -2.2900 2.4788 3.0359 0.073
H -2.1216 2.2763 4.7183 0.082
H -2.0641 -0.6171 2.3002 0.062
C 1.7414 4.6708 -2.1992 -0.043
C 1.2040 3.7799 -3.2817 -0.436
C 2.1346 3.0998 -4.2556 -0.037
O 0.4329 2.6592 -2.7319 -0.105
H 0.9929 5.3690 -1.8299 0.056
H 2.5873 5.1621 -2.6568 0.079
H 2.1408 4.0546 -1.3746 0.089
H 0.4599 4.4744 -3.7757 0.152
H 2.8361 2.5608 -3.6838 0.044
H 2.6432 3.7520 -5.0029 0.098
H 1.6311 2.3699 -4.9462 0.085
H -0.2187 3.0472 -2.1270 0.052
```